No. 1
The following is a DFT calculation (ωB97M-V with the def2-TZVPD basis set) of C23H31ClN2O5PTc as an isolated structure.

* electronic energy: -61578.17962 eV
* net charge: +1
* LUMO (spin up / spin down): -3.8 / -3.7 eV
* spin multiplicity: 2
* largest force on an atom: 0.00681 Eh/bohr
* HOMO level (spin up / spin down): -10.83 / -11.26 eV
* expectation value of S²: 0.7594
* HOMO-LUMO gap (spin up / spin down): 7.021 / 7.551 eV

Last column: Mulliken spin population.
CARTESIAN COORDINATES (ANGSTROEM)
Tc -0.75 -0.57 0.51  0.917
O 0.95 -1.48 0.99  0.036
C 1.71 -2.37 0.42  -0.006
C 3.05 -2.48 0.85  0.016
C 3.88 -3.41 0.27  -0.010
C 3.43 -4.28 -0.73  0.019
C 2.12 -4.22 -1.13  -0.011
C 1.25 -3.26 -0.58  0.013
C -0.13 -3.28 -0.91  0.006
N -0.98 -2.35 -0.62  0.005
C -2.41 -2.68 -0.79  0.015
C -3.01 -2.61 0.61  0.008
N -2.70 -1.26 1.08  -0.007
C -3.63 -0.57 1.62  0.005
C -3.54 0.85 1.86  0.002
C -4.49 1.48 2.68  0.005
C -4.50 2.85 2.81  -0.002
C -3.59 3.62 2.08  0.003
C -2.67 3.02 1.24  -0.009
C -2.63 1.63 1.13  0.004
O -1.73 1.08 0.30  0.025
H 3.39 -1.81 1.62  0.000
H 4.91 -3.47 0.61  0.000
H 4.11 -5.00 -1.16  0.001
H 1.74 -4.91 -1.87  0.000
H -0.50 -4.17 -1.43  0.002
H -2.53 -3.66 -1.25  0.003
H -2.88 -1.93 -1.42  -0.006
H -2.52 -3.34 1.26  -0.001
H -4.08 -2.80 0.60  0.001
H -4.58 -1.05 1.85  0.001
H -5.20 0.88 3.22  0.000
H -5.21 3.33 3.46  0.000
H -3.61 4.70 2.16  0.000
H -1.98 3.61 0.65  -0.001
C 2.55 3.26 1.01  0.000
C 1.09 2.89 0.88  0.005
O 0.82 2.37 -0.44  0.003
P 0.77 0.82 -0.76  -0.011
O 0.33 0.83 -2.29  0.002
C -0.78 1.61 -2.82  0.000
C -0.25 2.79 -3.60  -0.001
O 2.29 0.37 -0.85  0.007
C 2.91 -0.36 -1.94  -0.001
C 4.40 -0.35 -1.71  0.000
H 2.74 3.68 2.00  0.000
H 2.83 4.00 0.26  0.000
H 3.19 2.38 0.88  0.000
H 0.45 3.76 1.00  0.000
H 0.80 2.15 1.63  -0.001
H -1.42 1.92 -1.99  0.000
H -1.34 0.92 -3.45  0.000
H 0.31 3.45 -2.95  0.000
H -1.09 3.34 -4.03  0.000
H 0.39 2.45 -4.41  0.000
H 2.64 0.13 -2.87  0.001
H 2.50 -1.38 -1.94  -0.001
H 4.78 0.67 -1.71  0.000
H 4.89 -0.90 -2.51  0.000
H 4.65 -0.82 -0.76  0.000
Cl -0.78 -1.27 3.57  0.003
C -0.28 0.04 2.46  -0.046
H 0.78 0.18 2.63  0.000
H -0.86 0.92 2.74  0.006

No. 2
The following is a DFT calculation (ωB97M-V with the def2-TZVPD basis set) of C23H31CrF3GeN4O7SSe as an isolated structure in a non-equilibrium geometry.

* electronic energy: -213913.63514 eV
* net charge: +1
* LUMO (spin up / spin down): -4.6 / -4.0 eV
* spin multiplicity: 2
* largest force on an atom: 0.03648 Eh/bohr
* HOMO level (spin up / spin down): -11.43 / -11.43 eV
* expectation value of S²: 0.7642
* HOMO-LUMO gap (spin up / spin down): 6.857 / 7.387 eV

Last column: Mulliken spin population.
CARTESIAN COORDINATES (ANGSTROEM)
Cr -1.33 1.12 -0.59  1.021
C -3.75 4.87 -1.01  0.000
O -4.48 3.66 -0.81  0.001
C -3.81 2.54 -0.96  0.000
O -2.65 2.49 -1.36  0.002
N -4.56 1.45 -0.71  -0.001
N -3.95 0.19 -0.65  0.006
H -4.47 5.67 -0.85  0.000
H -3.35 4.92 -2.03  0.000
H -2.93 4.94 -0.29  0.000
H -5.49 1.59 -0.33  0.000
H -4.47 -0.48 -1.22  -0.001
H -3.90 -0.13 0.31  0.000
F 0.54 1.42 2.14  0.000
C -0.41 2.00 2.89  0.002
F 0.13 3.08 3.45  0.000
F -0.81 1.18 3.83  0.000
S -1.75 2.48 1.68  -0.002
O -2.50 1.28 1.35  0.013
O -2.50 3.57 2.19  0.002
O -0.90 2.80 0.51  -0.009
C 4.99 2.50 -0.78  -0.001
Ge 3.35 3.18 -1.67  -0.001
C 3.36 3.01 -3.65  -0.002
C 2.90 5.05 -1.22  0.000
C 1.86 2.00 -0.95  0.004
Se 0.33 1.90 -2.12  -0.045
C 0.97 0.44 -3.27  0.012
H 5.85 3.12 -1.04  0.000
H 5.21 1.48 -1.09  0.000
H 4.87 2.52 0.29  0.000
H 3.97 3.80 -4.07  0.000
H 2.34 3.12 -4.02  0.000
H 3.77 2.07 -3.99  0.000
H 3.59 5.74 -1.71  0.000
H 2.95 5.23 -0.15  0.000
H 1.89 5.27 -1.56  0.000
H 1.48 2.45 -0.04  0.000
H 2.17 0.98 -0.71  0.001
H 1.81 0.77 -3.88  -0.002
H 0.14 0.15 -3.91  0.000
H 1.26 -0.40 -2.64  0.000
O -1.31 -0.68 -1.83  -0.018
C -0.77 -1.26 -0.86  -0.006
N -0.41 -2.53 -0.70  0.010
C -0.22 -2.78 0.74  0.004
C -0.42 -1.35 1.30  -0.013
O -0.44 -1.04 2.46  0.009
N -0.54 -0.51 0.23  0.015
C 1.18 -3.13 1.16  0.001
C 1.42 -3.30 2.52  0.000
C 2.70 -3.55 2.97  0.000
C 3.75 -3.65 2.07  0.000
C 3.51 -3.49 0.72  0.000
C 2.23 -3.22 0.26  -0.001
C -1.26 -3.80 1.16  -0.001
C -0.91 -5.13 1.31  0.000
C -1.88 -6.08 1.58  0.000
C -3.21 -5.69 1.70  0.000
C -3.56 -4.36 1.53  0.000
C -2.59 -3.41 1.26  0.001
H -0.64 -3.27 -1.34  0.000
H 0.60 -3.21 3.22  0.000
H 2.88 -3.67 4.03  0.000
H 4.75 -3.85 2.43  0.000
H 4.32 -3.57 0.01  0.000
H 2.04 -3.08 -0.80  0.000
H 0.12 -5.43 1.21  0.000
H -1.61 -7.11 1.70  0.000
H -3.97 -6.43 1.91  0.000
H -4.60 -4.06 1.61  0.000
H -2.86 -2.37 1.13  0.000

No. 3
The following is a DFT calculation (ωB97M-V with the def2-TZVPD basis set) of an isolated molecule of C23H31FN2O3S in a non-equilibrium geometry.

* electronic energy: -47008.35773 eV
* LUMO: 0.5 eV
* SMILES string: CC[C@@H](C)N(C)Cc1cccc(C2(O)CCN(S(=O)(=O)c3ccc(F)cc3)CC2)c1
* largest force on an atom: 0.34535 Eh/bohr
* HOMO level: -8.06 eV
* HOMO-LUMO gap: 8.551 eV

Last column: Löwdin charge in e.
CARTESIAN COORDINATES (ANGSTROEM)
C -7.66 -1.75 -0.11  -0.037
C -6.43 -0.66 -0.47  -0.144
C -5.33 -1.24 0.31  -0.450
C -4.54 -2.47 -0.25  0.038
N -4.37 -0.22 0.48  -0.140
C -4.55 0.93 1.20  -0.210
C -4.05 0.62 -1.06  -0.010
C -2.55 0.95 -1.02  -0.099
C -2.28 2.47 -1.42  -0.038
C -1.02 2.87 -1.55  -0.094
C -0.06 2.14 -0.70  0.019
C -0.21 0.77 -0.20  -0.146
C 0.84 0.20 0.54  -0.451
O 0.52 -1.20 1.05  -0.043
C 1.86 -0.27 -0.72  -0.019
C 3.00 -0.82 0.18  -0.222
N 3.69 0.02 1.13  -0.282
S 4.57 1.23 0.69  0.792
O 4.06 2.02 -0.86  -0.451
O 5.08 1.99 1.64  -0.231
C 6.08 0.08 -0.04  -0.186
C 6.85 -0.27 0.87  -0.163
C 7.84 -1.19 0.62  0.038
C 8.30 -1.19 -0.76  -0.165
F 9.31 -1.92 -1.22  0.066
C 7.55 -0.35 -1.84  0.020
C 6.40 0.23 -1.50  -0.021
C 2.74 0.29 2.37  -0.008
C 1.53 1.06 1.52  -0.079
C -1.57 0.37 -0.23  0.009
H -7.72 -1.90 0.87  0.015
H -8.49 -1.41 -0.34  -0.040
H -7.42 -2.79 -0.72  0.140
H -6.85 0.19 -0.09  0.067
H -6.39 -0.84 -1.67  0.166
H -5.48 -1.29 1.33  0.119
H -5.21 -3.18 0.07  0.046
H -4.62 -2.38 -1.52  0.169
H -3.74 -2.55 0.08  -0.062
H -4.72 0.45 2.20  0.088
H -3.63 1.52 1.38  0.093
H -5.48 1.73 1.14  0.131
H -4.49 1.36 -1.35  -0.006
H -3.88 -0.33 -1.63  0.117
H -3.07 2.99 -1.98  0.100
H -0.78 3.90 -1.91  0.118
H 0.87 2.65 -0.77  0.086
H -0.24 -0.73 1.57  0.145
H 2.38 0.56 -1.19  0.082
H 1.52 -1.08 -1.28  0.102
H 3.85 -1.24 -0.68  0.189
H 2.72 -1.80 0.41  0.094
H 6.53 -0.39 1.76  0.068
H 8.56 -1.50 1.25  0.077
H 7.82 -0.61 -2.84  0.102
H 5.86 0.86 -2.05  0.052
H 3.13 0.96 3.06  0.086
H 2.31 -0.70 2.61  0.124
H 1.80 2.07 1.16  0.125
H 0.91 1.18 2.45  0.134
H -1.66 -0.44 0.03  -0.020

No. 4
The following is a DFT calculation (ωB97M-V with the def2-TZVPD basis set) of C23H31N2O4Re as an isolated structure in a non-equilibrium geometry.

* electronic energy: -37651.48784 eV
* net charge: -1
* LUMO (spin up / spin down): 2.8 / 2.8 eV
* spin multiplicity: 4
* largest force on an atom: 0.05128 Eh/bohr
* HOMO level (spin up / spin down): -0.55 / -2.78 eV
* expectation value of S²: 3.7723
* HOMO-LUMO gap (spin up / spin down): 3.380 / 5.567 eV

Last column: Mulliken spin population.
CARTESIAN COORDINATES (ANGSTROEM)
Re 1.00 0.08 0.68  1.682
C 1.04 -2.02 1.20  0.116
C -0.36 -1.88 1.56  0.318
C -1.13 -1.83 0.36  -0.076
H -0.76 -1.97 2.56  -0.045
C -0.26 -1.90 -0.74  0.238
C 1.10 -1.93 -0.27  0.007
H 1.97 -2.18 -0.87  -0.011
H 1.86 -2.27 1.86  0.005
H -2.21 -1.79 0.31  0.021
H -0.55 -2.06 -1.78  0.066
C 2.07 1.88 1.10  0.105
C 2.97 0.79 0.81  0.103
C 2.70 0.36 -0.53  0.044
H 3.78 0.45 1.44  0.017
C 1.59 1.12 -1.04  0.179
C 1.22 2.08 -0.04  -0.023
H 0.45 2.83 -0.15  0.004
H 2.11 2.50 1.99  0.037
H 3.29 -0.34 -1.10  0.034
H 1.16 1.03 -2.02  0.009
O -1.21 0.45 -2.15  0.063
C -1.31 0.35 -3.56  0.012
C -2.87 0.36 -3.54  0.003
C -0.73 -0.95 -4.09  0.001
C -0.72 1.57 -4.23  -0.002
C -2.67 0.54 -2.03  0.003
H -3.30 -0.60 -3.83  0.001
H -3.29 1.22 -4.06  0.000
H -2.96 1.53 -1.64  0.002
H -3.05 -0.28 -1.42  0.002
H -0.90 -1.01 -5.17  0.001
H -1.22 -1.81 -3.62  0.016
H 0.35 -1.00 -3.90  0.000
H -1.11 1.63 -5.25  0.000
H 0.37 1.48 -4.27  0.007
H -1.00 2.46 -3.67  0.002
C -4.34 0.44 2.74  -0.003
C -3.23 0.52 3.77  0.002
C -2.14 1.64 3.58  -0.003
C -2.73 3.09 3.59  0.004
C -3.77 3.46 2.56  0.001
C -1.24 1.58 4.83  -0.001
O -1.56 2.04 5.92  0.000
N -0.03 0.90 4.71  0.006
C 0.57 0.46 3.55  -0.040
O 1.64 -0.16 3.56  0.012
N -0.10 0.77 2.38  -0.003
C -1.33 1.38 2.30  0.082
O -1.78 1.65 1.17  0.008
H -5.16 1.13 3.00  0.000
H -4.75 -0.57 2.74  0.000
H -3.98 0.67 1.74  0.001
H -3.65 0.67 4.77  -0.001
H -2.68 -0.44 3.79  -0.001
H -3.13 3.27 4.60  0.000
H -1.86 3.77 3.48  0.000
H -4.77 3.14 2.86  0.000
H -3.79 4.56 2.47  0.000
H -3.50 3.04 1.58  0.000
H 0.51 0.75 5.55  0.000

No. 5
The following is a DFT calculation (ωB97M-V with the def2-TZVPD basis set) of C23H31N2O4ReS as an isolated structure in a non-equilibrium geometry.

* electronic energy: -48482.93841 eV
* net charge: +1
* LUMO (spin up / spin down): -3.6 / -3.4 eV
* spin multiplicity: 2
* largest force on an atom: 0.02493 Eh/bohr
* HOMO level (spin up / spin down): -10.54 / -10.90 eV
* expectation value of S²: 0.7628
* HOMO-LUMO gap (spin up / spin down): 6.901 / 7.476 eV

Last column: Mulliken spin population.
CARTESIAN COORDINATES (ANGSTROEM)
Re 1.59 -0.96 1.14  0.751
C -1.23 -5.15 2.71  0.003
C -1.07 -4.00 1.71  0.014
C -2.38 -3.74 0.98  0.000
C -0.52 -2.77 2.42  0.036
C -1.21 -1.56 2.50  0.090
C -0.69 -0.46 3.17  -0.065
C 0.55 -0.51 3.82  0.002
C 1.11 0.65 4.59  -0.003
C 1.22 -1.74 3.77  -0.020
C 0.71 -2.84 3.08  0.023
H -1.70 -6.01 2.22  0.000
H -1.87 -4.86 3.55  0.000
H -0.28 -5.49 3.11  -0.001
H -0.33 -4.29 0.97  0.008
H -3.19 -3.47 1.67  -0.001
H -2.69 -4.64 0.45  0.000
H -2.28 -2.94 0.24  0.001
H -2.18 -1.47 2.02  0.002
H -1.26 0.46 3.21  -0.004
H 1.83 1.21 3.99  0.000
H 1.63 0.30 5.48  0.000
H 0.32 1.33 4.90  0.000
H 2.16 -1.85 4.30  -0.007
H 1.27 -3.77 3.09  -0.003
O 3.20 -1.39 1.17  0.185
C 3.34 3.09 -0.44  -0.002
N 1.93 2.86 -0.75  0.000
C 1.20 4.02 -1.28  0.000
C -0.07 3.55 -1.96  -0.001
C -0.86 2.72 -0.98  -0.002
N -0.03 1.62 -0.48  -0.007
C -0.80 0.55 0.13  0.060
C 1.29 1.78 -0.26  -0.025
O 2.02 0.94 0.36  -0.013
H 3.81 3.56 -1.30  0.000
H 3.83 2.15 -0.23  0.001
H 3.44 3.75 0.43  0.000
H 1.86 4.53 -1.98  0.000
H 0.97 4.71 -0.46  0.000
H 0.18 2.94 -2.83  0.000
H -0.65 4.41 -2.30  0.000
H -1.73 2.28 -1.46  0.000
H -1.21 3.34 -0.14  0.000
H -1.60 0.22 -0.52  -0.003
H -1.22 0.90 1.07  0.013
H -0.20 -0.35 0.25  -0.037
O -2.47 1.21 -5.91  0.000
C -1.54 1.82 -5.14  0.001
O -1.30 2.98 -5.27  0.000
C -0.86 0.95 -4.12  -0.002
C 0.52 1.08 -3.97  0.000
C 1.19 0.30 -3.05  0.000
C 0.49 -0.61 -2.26  0.005
S 1.41 -1.63 -1.13  -0.001
C -0.89 -0.73 -2.40  -0.002
C -1.56 0.05 -3.33  0.000
H -2.44 0.25 -5.78  0.000
H 1.05 1.80 -4.58  0.000
H 2.26 0.38 -2.94  0.000
H -1.43 -1.44 -1.79  0.001
H -2.64 -0.04 -3.42  0.000

No. 6
The following is a DFT calculation (ωB97M-V with the def2-TZVPD basis set) of C23H32Al2BrClCsF5I2LiMgN4O9P as an isolated structure in a non-equilibrium geometry.

* electronic energy: -189782.48821 eV
* LUMO: -4.2 eV
* largest force on an atom: 0.12288 Eh/bohr
* HOMO level: -5.44 eV
* HOMO-LUMO gap: 1.255 eV

Last column: Löwdin charge in e.
CARTESIAN COORDINATES (ANGSTROEM)
C -0.54 2.73 -1.93  -0.207
C -0.03 1.46 -1.09  -0.280
N -0.98 0.40 -1.38  0.034
C -0.63 -0.91 -0.78  -0.365
C -1.47 -2.05 -1.52  -0.101
C -1.65 -1.85 -3.08  -0.180
C -3.17 -1.64 -3.42  -0.160
C -3.71 -0.26 -3.03  -0.185
N -4.56 -0.48 -1.82  0.083
C -4.63 0.52 -0.88  -0.528
C -4.58 2.02 -1.21  -0.017
O -4.75 0.21 0.27  0.091
C -1.21 -0.82 0.68  -0.486
O -1.04 0.15 1.35  0.163
O -1.90 -1.83 1.21  0.097
N 0.82 -1.20 -0.65  -0.240
C 1.16 -2.00 0.49  -0.837
I 0.67 -4.08 0.70  0.923
C 1.86 -1.41 1.47  -0.753
C 2.23 0.07 1.39  -0.120
I 2.49 -2.48 3.21  1.058
P 1.65 -1.69 -2.09  0.946
O 1.21 -3.20 -2.69  -0.287
O 1.66 -0.46 -3.29  -0.631
H -0.66 2.36 -2.98  0.022
H -1.51 3.11 -1.57  0.090
H 0.26 3.51 -1.96  -0.045
H 1.01 1.27 -1.42  0.040
H 0.01 1.80 -0.05  0.071
H -1.86 0.67 -0.95  0.111
H -2.49 -2.07 -1.12  0.088
H -1.06 -3.06 -1.36  0.052
H -1.37 -2.79 -3.59  0.106
H -0.99 -1.07 -3.50  0.065
H -3.72 -2.45 -2.92  0.125
H -3.25 -1.80 -4.51  0.113
H -4.40 0.07 -3.84  0.109
H -2.95 0.53 -2.94  0.087
H -4.36 -1.36 -1.36  0.113
H -4.05 2.25 -2.18  0.031
H -5.64 2.36 -1.29  0.078
H -4.12 2.56 -0.37  0.091
H 2.46 0.30 0.33  0.064
H 3.08 0.28 2.05  0.066
H 1.33 0.63 1.70  0.069
H 1.00 -3.13 -3.64  0.052
H 0.83 0.08 -3.31  -0.151
C -2.67 3.18 2.64  -0.109
C -1.47 3.60 3.49  -0.241
C -0.62 4.69 2.84  -0.170
C -0.01 4.23 1.60  -0.171
N 0.46 3.87 0.61  0.185
H -2.35 2.75 1.69  0.046
H -3.26 2.43 3.16  0.084
H -3.31 4.04 2.43  0.075
H -0.86 2.72 3.70  0.118
H -1.84 3.97 4.45  0.115
H 0.17 4.99 3.53  0.127
H -1.23 5.58 2.65  0.124
Al 1.58 2.70 -3.23  0.932
F 2.11 4.61 -8.81  -0.405
Al 2.76 3.24 -7.98  -0.185
F 2.73 1.86 -9.00  -0.196
F 1.74 2.91 -6.57  -0.477
F 4.35 3.54 -7.45  -0.200
Br 3.80 5.99 -9.76  -0.037
Cs 1.07 0.66 -5.54  1.233
F -3.48 -1.37 0.79  -0.091
Li -5.46 3.36 -3.24  0.313
C 3.85 -5.12 7.71  -0.088
C 5.02 -5.67 8.37  -0.439
C 6.33 -5.42 7.61  -0.389
O 7.41 -5.75 8.05  0.053
C 6.25 -4.78 6.31  0.052
C 5.13 -4.26 5.65  -0.436
C 3.83 -4.39 6.42  -0.425
O 2.78 -3.94 6.03  0.001
O 5.09 -3.72 4.53  -0.094
O 5.04 -6.27 9.41  0.126
H 2.88 -5.25 8.17  0.105
H 7.21 -4.71 5.81  0.114
Mg -5.44 3.70 -6.08  0.538
Cl 3.95 -3.19 8.89  0.343